# 1
This record from OMol25 describes 2 unconnected molecules or ions with the total composition CHN3O in a non-equilibrium geometry. The level of theory is the ωB97M-V functional and the def2-TZVPD basis.

XYZ file:
```
6
CHN3O, DFT the ωB97M-V functional and the def2-TZVPD basis
C 0.150 -1.068 -0.524
N -0.472 -1.906 -0.108
N -1.290 1.519 1.492
N -0.544 1.378 0.700
O 0.808 -0.170 -1.153
H 1.348 0.247 -0.408
```

Calculated values
Gap between HOMO and LUMO (eV): 11.72
Energy above the lowest of the compared OMol25 structures with the same formula, charge and spin (kJ/mol): 120.09
SMILES: N#CO.N#N
Net charge: 0
E (hartree): -278.211801
Lowest unoccupied orbital energy (eV): 0.30
HOMO level (eV): -11.419
Largest force on an atom (eV/A): 3.8


# 2
This record from OMol25 describes 2 unconnected molecules or ions with the total composition C2H3N2O2 in a non-equilibrium geometry. The level of theory is the ωB97M-V functional and the def2-TZVPD basis.

XYZ file:
```
9
C2H3N2O2, DFT the ωB97M-V functional and the def2-TZVPD basis
C -0.737 -0.348 1.278
C 1.124 -0.413 -1.295
N -1.566 0.438 0.995
N 0.704 0.138 -0.224
O 1.935 0.359 -1.791
O -2.327 1.286 0.733
H -0.713 -1.171 1.980
H 0.710 -1.434 -1.555
H 0.870 1.145 -0.121
```

Calculated values
Gap between HOMO and LUMO (spin up / spin down) (eV): 7.05 / 7.03
Energy above the lowest of the compared OMol25 structures with the same formula, charge and spin (kJ/mol): 766.55
Net charge: +1
E (hartree): -337.446224
Lowest unoccupied orbital energy (spin up / spin down) (eV): -9.08 / -9.09
HOMO level (spin up / spin down) (eV): -16.128 / -16.121
Largest force on an atom (eV/A): 5.9


# 3
This record from OMol25 describes a molecular structure, C25H30IMoN5 in a non-equilibrium geometry. The level of theory is the ωB97M-V functional and the def2-TZVPD basis.

XYZ file:
```
62
C25H30IMoN5, DFT the ωB97M-V functional and the def2-TZVPD basis
Mo 0.351 0.081 -0.134
N -4.698 -2.938 -1.059
C -3.310 -2.370 -0.941
C -2.309 -3.528 -0.820
C -0.849 -3.090 -1.009
N -0.355 -2.208 0.094
C -0.695 -2.437 -2.384
C -1.595 -1.218 -2.598
N -0.966 -0.001 -1.997
C -3.059 -1.452 -2.154
H -4.900 -3.631 -0.321
H -4.831 -3.431 -1.956
H -5.420 -2.203 -1.002
H -3.306 -1.776 -0.020
H -2.517 -4.277 -1.588
H -2.418 -4.019 0.150
H -0.242 -4.000 -1.016
H 0.456 -2.671 0.512
H -1.053 -2.223 0.840
H -0.949 -3.192 -3.131
H 0.351 -2.171 -2.565
H -1.650 -1.031 -3.680
H -1.677 0.738 -2.018
H -0.262 0.311 -2.678
H -3.562 -1.897 -3.016
H -3.535 -0.483 -1.969
N 2.295 -0.291 -1.293
C 2.947 0.997 -1.584
C 4.198 1.079 -2.157
C 4.762 2.330 -2.447
C 4.052 3.480 -2.213
C 2.765 3.425 -1.636
C 1.998 4.577 -1.378
C 0.786 4.438 -0.736
C 0.347 3.171 -0.368
N 1.006 2.039 -0.628
C 2.215 2.158 -1.270
H 2.990 -0.876 -0.808
H 2.176 -0.774 -2.196
H 4.750 0.181 -2.396
H 5.752 2.377 -2.872
H 4.473 4.446 -2.451
H 2.371 5.547 -1.672
H 0.180 5.302 -0.510
H -0.593 3.081 0.162
I -2.256 0.820 1.030
C -1.392 0.930 3.002
C -2.122 1.375 4.067
C -1.490 1.403 5.320
C -0.184 1.001 5.451
C 0.556 0.537 4.344
C 1.890 0.092 4.449
C 2.564 -0.404 3.359
C 1.919 -0.503 2.116
C 0.627 -0.032 1.936
C -0.070 0.477 3.057
H -3.151 1.683 3.966
H -2.051 1.730 6.182
H 0.287 1.027 6.422
H 2.364 0.101 5.420
H 3.574 -0.770 3.465
H 2.464 -1.028 1.326
```

Calculated values
Gap between HOMO and LUMO (spin up / spin down) (eV): 5.60 / 6.53
Expectation value of S²: 2.107
Energy above the lowest of the compared OMol25 structures with the same formula, charge and spin (kJ/mol): 0.00
Multiplicity: 3
Net charge: +4
E (hartree): -1608.918569
Lowest unoccupied orbital energy (spin up / spin down) (eV): -13.54 / -12.76
HOMO level (spin up / spin down) (eV): -19.146 / -19.291
Largest force on an atom (eV/A): 1.3


# 4
This record from OMol25 describes a molecular structure, C5H10O2. The level of theory is the ωB97M-V functional and the def2-TZVPD basis.

XYZ file:
```
17
C5H10O2, DFT the ωB97M-V functional and the def2-TZVPD basis
C 1.269 1.663 0.209
O 0.124 1.178 -0.412
C 0.225 -1.383 -0.926
C 0.451 -1.800 0.502
O -0.930 -2.287 0.533
C -1.004 -1.881 -0.799
C -1.137 1.369 0.164
H 1.575 1.126 1.126
H 2.036 1.492 -0.547
H 1.189 2.740 0.423
H 0.786 -0.791 -1.631
H 0.618 -1.057 1.295
H 1.172 -2.618 0.605
H -1.924 -1.987 -1.372
H -1.797 1.464 -0.700
H -1.464 0.493 0.746
H -1.188 2.280 0.783
```

Calculated values
Gap between HOMO and LUMO (eV): 9.47
Energy above the lowest of the compared OMol25 structures with the same formula, charge and spin (kJ/mol): 417.06
Net charge: 0
E (hartree): -346.866582
Lowest unoccupied orbital energy (eV): 0.97
HOMO level (eV): -8.509
Largest force on an atom (eV/A): 0.5


# 5
This record from OMol25 describes a gas-phase ion, C6H8N (charge +1) in a non-equilibrium geometry. The level of theory is the ωB97M-V functional and the def2-TZVPD basis.

XYZ file:
```
15
C6H8N, DFT the ωB97M-V functional and the def2-TZVPD basis
C 1.668 0.480 -1.252
C 1.158 0.689 -2.558
C -0.728 -0.470 -0.080
C -0.778 -0.520 2.556
C 0.345 0.539 -0.486
C -0.814 -1.127 1.355
N 0.358 1.323 -1.783
H 2.596 0.875 -0.941
H 1.190 0.666 -3.667
H -1.579 0.224 -0.092
H -1.018 -1.266 -0.899
H -1.074 -0.975 3.551
H -0.883 0.581 2.579
H 0.319 1.216 0.383
H -0.760 -2.236 1.333
```

Calculated values
Gap between HOMO and LUMO (eV): 8.21
Energy above the lowest of the compared OMol25 structures with the same formula, charge and spin (kJ/mol): 653.56
SMILES: C=CC[C@H]1[C@H]2C=[N+]21
Net charge: +1
E (hartree): -287.707312
Lowest unoccupied orbital energy (eV): -5.54
HOMO level (eV): -13.758
Largest force on an atom (eV/A): 3.0


# 6
This record from OMol25 describes 9 unconnected molecules or ions with the total composition C20H44N5O23S4 in a non-equilibrium geometry. The level of theory is the ωB97M-V functional and the def2-TZVPD basis.

XYZ file:
```
96
C20H44N5O23S4, DFT the ωB97M-V functional and the def2-TZVPD basis
N 0.059 0.995 0.642
O 1.137 1.512 0.817
O -0.649 1.250 -0.323
O -0.292 -0.033 1.218
C -5.404 3.495 2.777
C -4.665 4.785 2.322
O -4.259 5.477 3.529
S -4.132 4.429 4.756
O -4.772 4.964 5.919
O -2.715 4.038 4.911
O -4.978 3.208 4.086
H -5.261 2.684 2.063
H -6.480 3.672 2.807
H -5.292 5.561 1.883
H -3.783 4.637 1.698
C 4.825 -1.599 5.526
C 4.169 -0.749 6.630
O 4.949 -0.851 7.808
S 6.387 -1.786 7.510
O 6.471 -2.771 8.559
O 7.580 -0.892 7.217
O 5.755 -2.545 6.115
H 5.226 -1.119 4.634
H 4.073 -2.303 5.172
H 3.153 -1.084 6.840
H 4.032 0.288 6.325
C 4.495 -0.957 -5.950
C 3.190 -0.615 -6.625
O 3.504 0.233 -7.694
S 4.781 1.131 -7.286
O 4.354 2.492 -7.002
O 5.910 0.927 -8.221
O 5.181 0.254 -5.997
H 5.079 -1.730 -6.449
H 4.256 -1.202 -4.915
H 2.419 -0.334 -5.908
H 2.829 -1.607 -6.895
C -3.321 -2.996 7.541
C -2.769 -3.972 8.586
O -3.158 -3.492 9.868
S -4.017 -2.089 9.767
O -3.071 -0.981 9.879
O -5.247 -2.194 10.645
O -4.423 -2.427 8.198
H -3.769 -3.574 6.734
H -2.512 -2.361 7.180
H -1.682 -4.058 8.570
H -3.176 -4.983 8.610
C 11.103 -3.569 2.201
C 10.892 -2.272 1.416
O 11.857 -1.871 0.703
N 9.711 -1.620 1.317
C 9.535 -0.377 0.613
H 10.322 -3.688 2.951
H 12.059 -3.566 2.724
H 10.938 -4.430 1.553
H 8.989 -2.037 1.889
H 9.630 -0.605 -0.448
H 10.276 0.385 0.858
H 8.513 -0.021 0.741
C 1.153 8.068 -3.118
C 0.584 7.890 -4.522
O 0.422 8.843 -5.310
N 0.111 6.684 -4.936
C -0.318 6.400 -6.337
H 2.141 8.520 -3.199
H 1.290 7.144 -2.556
H 0.460 8.684 -2.545
H -0.103 5.874 -4.373
H -1.271 6.802 -6.682
H -0.010 5.362 -6.460
H 0.476 6.780 -6.980
C -7.510 0.131 -7.686
C -6.605 -0.299 -6.538
O -6.286 -1.492 -6.465
N -5.992 0.594 -5.806
C -5.963 2.077 -5.860
H -7.286 -0.251 -8.682
H -7.655 1.203 -7.823
H -8.474 -0.246 -7.343
H -5.780 0.114 -4.944
H -6.677 2.477 -5.140
H -6.020 2.570 -6.830
H -5.092 2.343 -5.261
C -7.007 -6.797 -1.020
C -5.893 -5.825 -1.160
O -6.011 -4.738 -0.621
N -4.743 -6.204 -1.763
C -3.482 -5.509 -1.451
H -6.991 -7.259 -0.033
H -7.059 -7.677 -1.662
H -7.976 -6.299 -1.047
H -4.746 -6.850 -2.540
H -2.682 -5.849 -2.109
H -3.246 -5.893 -0.459
H -3.573 -4.428 -1.338
```

Calculated values
Gap between HOMO and LUMO (eV): 6.00
Energy above the lowest of the compared OMol25 structures with the same formula, charge and spin (kJ/mol): 624.48
Net charge: -1
E (hartree): -4385.238977
Lowest unoccupied orbital energy (eV): 1.58
HOMO level (eV): -4.419
Largest force on an atom (eV/A): 5.4